No. 1
14
Properties=species:S:1:pos:R:3 method="wB97M-V/def2-TZVPD" gap_ev=10.44 relative_energy_kj_mol=0.00 charge=0
N 0.44 -0.07 2.90
C 0.36 -0.05 1.77
C -0.04 0.09 0.20
N -0.69 1.32 0.10
C -1.01 -1.08 -0.14
F -2.16 -0.75 0.45
F -1.25 -1.33 -1.39
F -0.62 -2.22 0.41
C 1.19 0.07 -0.72
F 1.76 -1.15 -0.95
F 0.81 0.54 -1.94
I 2.66 1.30 0.14
H -0.02 2.02 -0.20
H -1.41 1.32 -0.60

***

No. 2
13
Properties=species:S:1:pos:R:3 method="wB97M-V/def2-TZVPD" gap_ev=7.61 relative_energy_kj_mol=0.00 charge=+2
O 2.84 0.41 -0.20
C 3.96 0.16 -0.08
O 5.09 -0.08 0.03
O -2.19 -0.99 0.96
C -2.75 0.17 0.84
C -0.81 -0.99 0.49
O -1.85 1.02 0.30
C -0.68 0.33 -0.21
Li -2.79 1.33 -1.66
H -0.66 -1.85 -0.17
H -0.16 -1.07 1.38
F -1.04 0.14 -1.60
Sn 1.04 1.43 -0.10

***

No. 3
8
Properties=species:S:1:pos:R:3 method="wB97M-V/def2-TZVPD" gap_ev=11.11 relative_energy_kj_mol=24.33 charge=0
N -3.68 -0.36 -0.01
C -2.51 -0.37 0.04
C -1.15 -0.21 -0.08
C 0.04 0.00 -0.10
C 1.58 0.28 0.01
F 2.23 -0.89 -0.01
H 1.70 0.74 1.01
H 1.79 0.81 -0.86

***

No. 4
12
Properties=species:S:1:pos:R:3 method="wB97M-V/def2-TZVPD" gap_ev=4.83 relative_energy_kj_mol=0.00 charge=+3
O -2.81 1.60 1.40
C -2.07 1.08 0.74
In -0.43 -0.82 0.18
O 1.56 3.67 -1.02
C 0.98 2.64 -0.99
C -1.64 -1.39 -2.04
O -2.37 -2.05 -2.63
C 1.87 -1.12 -0.80
O 2.88 -1.58 -1.19
O 0.76 -0.08 2.47
H 1.62 0.31 2.81
H 0.55 -0.76 3.16

***

No. 5
9
Properties=species:S:1:pos:R:3 method="wB97M-V/def2-TZVPD" gap_ev="7.44 / 7.11" spin_multiplicity=2 relative_energy_kj_mol=424.66 s_squared=0.7780 charge=0
H -1.92 0.94 2.06
O 1.72 -1.39 0.60
O 0.49 -1.29 1.19
C -1.51 0.66 1.10
C -0.78 -0.06 0.34
Li 1.57 0.52 0.86
C 0.16 0.25 -2.09
C -0.33 0.12 -0.99
H 0.60 0.24 -3.07

***

No. 6
14
Properties=species:S:1:pos:R:3 method="wB97M-V/def2-TZVPD" gap_ev=4.74 relative_energy_kj_mol=165.81 charge=-2
O 3.58 -2.29 -0.49
S 3.10 -1.02 0.10
N 2.11 -0.23 -0.87
C 0.93 0.04 -0.45
C 0.28 -0.68 0.64
S -1.43 -0.28 0.65
C -1.15 0.70 -0.80
N 0.06 0.72 -1.25
O 4.34 0.00 -0.06
C 3.56 1.11 0.39
O 2.84 0.94 1.39
O 3.64 2.11 -0.32
H 0.90 -0.62 1.55
H -1.99 1.26 -1.21

***

No. 7
10
Properties=species:S:1:pos:R:3 method="wB97M-V/def2-TZVPD" gap_ev=8.73 relative_energy_kj_mol=319.36 charge=0
C -2.01 -1.08 -1.18
C -0.61 0.81 -1.04
C 1.12 0.17 0.83
C -0.71 -0.50 -1.06
N -2.89 -1.77 -1.40
N -0.14 1.87 -0.68
S 0.60 1.75 0.84
S 2.06 -0.59 1.98
H 0.18 -1.00 -1.32
H 2.39 0.33 3.01

***

No. 8
12
Properties=species:S:1:pos:R:3 method="wB97M-V/def2-TZVPD" gap_ev="6.89 / 6.88" charge=-1
C 2.67 0.28 0.11
C 0.66 0.93 0.34
C -1.77 0.56 0.26
C -2.84 1.69 -0.10
N 1.53 -0.13 0.48
N 0.98 2.01 -0.20
N -1.79 -0.61 0.39
O -2.85 1.81 -1.31
O -3.59 2.09 0.81
S 2.75 1.90 -0.40
H 3.68 -0.40 0.13
H -2.41 -1.37 0.32

***

No. 9
7
Properties=species:S:1:pos:R:3 method="wB97M-V/def2-TZVPD" gap_ev=8.73 relative_energy_kj_mol=235.42 charge=0
O -2.25 0.42 0.09
C -1.12 0.10 -0.04
C -0.12 -1.21 -0.24
C 0.90 -0.55 0.33
C 0.23 0.56 -0.04
H 1.95 -0.60 0.63
H 0.42 1.28 -0.73

***

No. 10
7
Properties=species:S:1:pos:R:3 method="wB97M-V/def2-TZVPD" gap_ev=8.41 relative_energy_kj_mol=335.19 charge=0
C -1.38 0.33 0.06
C -1.86 0.55 1.16
C 1.02 0.14 -0.03
C -0.36 -0.35 -0.36
O 1.30 0.71 1.01
H 1.73 -0.11 -0.96
H -0.45 -1.29 -0.87

***

No. 11
7
Properties=species:S:1:pos:R:3 method="wB97M-V/def2-TZVPD" gap_ev=8.15 relative_energy_kj_mol=285.46 charge=0
C 1.39 -0.49 0.28
C 2.13 -1.23 -0.44
C -0.81 0.68 -0.39
C 0.08 -0.27 0.54
O -1.81 1.15 0.09
H -0.46 -0.64 1.41
H -0.51 0.80 -1.49

***

No. 12
8
Properties=species:S:1:pos:R:3 method="wB97M-V/def2-TZVPD" gap_ev="10.04 / 10.04" relative_energy_kj_mol=406.98 charge=0
C 1.15 0.50 -0.85
C 1.04 -0.95 -1.19
C 1.37 -0.09 -2.25
C 0.70 -0.37 0.12
O 1.61 0.18 -3.38
O -1.07 0.15 0.28
H 1.01 -0.77 1.02
H -0.89 1.11 0.30

***

No. 13
8
Properties=species:S:1:pos:R:3 method="wB97M-V/def2-TZVPD" gap_ev=9.04 relative_energy_kj_mol=209.59 charge=0
O -1.44 1.08 0.67
C -1.30 0.05 0.07
C 0.14 -1.80 -0.51
C 0.07 -0.54 -0.18
C 1.28 0.35 0.05
O 2.41 0.01 -0.14
H -2.15 -0.51 -0.34
H 1.00 1.36 0.40

***

No. 14
8
Properties=species:S:1:pos:R:3 method="wB97M-V/def2-TZVPD" gap_ev="7.46 / 7.88" relative_energy_kj_mol=627.87 charge=0
C 0.80 -0.44 -0.58
C 0.29 0.97 0.16
C 1.18 0.92 -0.92
C -0.24 -0.40 0.42
O 1.87 1.67 -1.58
O -0.47 -0.99 1.54
H -2.02 -0.73 -0.62
H -1.41 -1.01 1.57

***

No. 15
12
Properties=species:S:1:pos:R:3 method="wB97M-V/def2-TZVPD" gap_ev="6.31 / 9.54" spin_multiplicity=2 s_squared=0.7525 charge=+1
C -2.66 -0.12 1.53
O -3.31 0.33 2.37
O -2.01 -0.55 0.66
O 0.47 -1.39 -0.89
C 1.44 -0.85 -0.40
O 1.36 0.37 0.09
Pb -1.57 -1.11 -1.60
H 2.44 -1.32 -0.35
O 3.41 2.03 -0.68
C 2.69 1.50 0.08
C 2.67 0.69 1.19
H 2.39 1.10 2.16

***

No. 16
12
Properties=species:S:1:pos:R:3 method="wB97M-V/def2-TZVPD" gap_ev="8.73 / 8.73" charge=+1
C 6.95 -0.62 0.09
O 7.97 -1.14 0.01
O 5.92 -0.08 0.19
O -0.75 1.36 0.31
C -1.83 1.06 -0.13
O -2.23 -0.21 -0.11
Rb 2.64 0.43 1.44
H -2.55 1.79 -0.56
O -4.58 -1.32 1.10
C -4.02 -0.65 0.31
C -3.53 -0.64 -0.96
H -4.00 0.01 -1.69

***

No. 17
46
Properties=species:S:1:pos:R:3 method="wB97M-V/def2-TZVPD" gap_ev=9.68 relative_energy_kj_mol=227.47 charge=0
N -0.22 2.47 1.78
C -1.34 1.43 1.70
C -0.84 0.02 1.48
C -0.03 -0.04 0.18
N -0.79 0.45 -0.99
C 0.45 -1.48 -0.18
O 1.71 -1.56 -0.88
H -0.38 3.29 1.20
H 0.62 1.99 1.51
H -1.85 1.90 0.85
H -1.94 1.57 2.61
H -1.59 -0.84 1.55
H -0.24 -0.23 2.35
H 0.98 0.48 0.27
H -0.33 1.26 -1.41
H -1.78 0.65 -0.78
H 0.60 -2.00 0.81
H -0.29 -1.96 -0.81
H 1.43 -1.81 -1.77
O 2.80 3.37 -0.52
H 2.42 3.63 0.33
H 2.84 2.39 -0.63
O 3.09 0.73 -1.00
H 3.67 0.88 -0.24
H 2.74 -0.20 -0.98
O -1.01 -1.58 -3.14
H -1.04 -0.91 -2.39
H -1.46 -1.25 -3.93
O 0.63 3.30 -2.22
H 0.80 3.86 -2.98
H 1.50 3.23 -1.78
O 0.28 -4.48 -0.13
H 0.01 -4.13 0.73
H -0.58 -4.85 -0.38
O -0.13 1.11 4.69
H -0.21 1.17 3.72
H 0.82 1.17 4.81
O 3.00 -2.93 1.21
H 2.69 -3.42 0.45
H 3.82 -2.50 0.95
O -2.38 -3.35 -1.12
H -2.63 -2.52 -0.70
H -2.15 -3.16 -2.03
O -4.26 1.46 -0.68
H -5.05 1.00 -0.96
H -4.39 2.40 -0.54

***

No. 18
45
Properties=species:S:1:pos:R:3 method="wB97M-V/def2-TZVPD" gap_ev=11.33 relative_energy_kj_mol=225.22 charge=+2
C 1.02 -1.83 0.67
C 1.29 -0.32 0.67
C 2.40 0.16 -0.16
C 3.60 -0.26 -0.33
N 1.94 1.36 -0.93
N -0.41 -2.14 0.82
H 1.45 -2.24 -0.19
H 1.45 -2.39 1.57
H 0.29 0.27 0.47
H 1.29 0.01 1.83
H 4.43 0.12 -0.90
H 3.84 -1.26 0.05
H 1.03 1.64 -0.52
H 1.91 1.02 -1.93
H 2.50 2.26 -0.81
H -0.80 -1.71 1.70
H -1.00 -1.76 -0.15
H -0.57 -3.28 0.85
H -2.40 -0.40 1.52
H -2.41 -0.74 3.03
O -1.82 -0.36 2.30
H 3.06 -4.40 0.39
H 3.63 -3.30 1.45
O 2.78 -3.55 0.94
H -4.05 -0.98 0.08
H -3.14 -0.10 -0.75
O -3.12 -0.71 0.09
H 0.47 3.69 0.81
H -0.09 2.61 1.80
O 0.03 2.87 0.86
H 0.95 -0.27 -4.06
H 0.40 -0.21 -2.69
O 1.10 0.18 -3.11
H -1.97 -0.13 -2.35
H -2.52 -1.42 -1.94
O -1.70 -1.12 -2.07
H -2.30 1.73 -1.87
H -3.52 1.33 -2.93
O -2.85 1.03 -2.22
H -1.19 3.03 -0.25
H -1.64 3.95 -1.37
O -1.94 3.18 -0.89
H -0.39 1.85 4.22
H -0.87 0.98 3.01
O -0.18 1.60 3.28

***

No. 19
46
Properties=species:S:1:pos:R:3 method="wB97M-V/def2-TZVPD" gap_ev=10.21 relative_energy_kj_mol=200.55 charge=+1
C 1.78 -0.05 3.31
C 1.28 -1.41 2.87
C 1.55 -1.76 1.42
N 1.15 -3.29 -0.82
C 0.27 -2.15 -0.68
N 0.38 -1.52 0.57
N 1.76 0.97 2.24
H 2.73 0.01 3.85
H 1.22 0.36 4.15
H 1.53 -2.25 3.52
H 0.20 -1.43 3.04
H 2.34 -1.07 1.07
H 1.99 -2.74 1.26
H 0.86 -3.79 -1.66
H 2.05 -2.98 -1.14
H -0.73 -2.48 -0.95
H -0.46 -1.62 1.12
H 1.56 0.68 1.27
H 2.63 1.48 2.11
H -3.61 -0.77 2.18
H -2.83 0.11 1.16
O -2.88 -0.79 1.56
H 0.97 1.64 2.34
H 3.44 2.95 -0.67
O 2.55 2.60 -0.55
H -0.47 1.54 -3.94
H -1.47 1.22 -2.94
O -0.75 1.87 -3.08
H 1.98 3.31 -0.89
H -0.68 4.10 -0.72
O 0.16 4.23 -0.26
H 1.47 -1.02 -1.73
H 0.14 3.43 0.28
O 0.51 -1.13 -1.76
H 0.06 1.91 -1.40
H 0.36 0.37 -0.99
O 0.28 1.32 -0.67
H -2.00 2.70 0.93
H -0.94 1.58 0.29
O -1.48 1.89 1.09
H -3.87 -2.44 -0.28
H -3.20 -1.30 -1.00
O -3.59 -2.18 -1.17
H -1.16 -0.98 -2.85
H -2.62 -1.32 -2.81
O -2.02 -0.59 -2.66

***

No. 20
48
Properties=species:S:1:pos:R:3 method="wB97M-V/def2-TZVPD" gap_ev=7.32 relative_energy_kj_mol=0.00 charge=-1
C -0.85 -0.21 -0.24
C -1.19 -0.75 -1.63
S -1.13 -2.58 -1.66
C -0.73 1.27 -0.25
N -1.77 2.10 -0.28
C -3.12 1.64 0.00
O 0.43 1.78 -0.34
H -1.64 -0.54 0.44
H 0.08 -0.63 0.15
H -2.16 -0.38 -1.98
H -0.44 -0.38 -2.34
H -1.60 3.09 -0.12
H -3.37 0.78 -0.61
H -3.86 2.41 -0.17
H -3.20 1.37 1.08
H 1.29 1.92 -3.19
H 0.78 2.60 -1.90
O 0.91 2.74 -2.87
H 2.30 -1.58 -1.43
H 1.31 -2.65 -2.00
O 2.18 -2.55 -1.57
H 2.78 -0.27 0.09
H 1.83 0.72 -0.74
O 2.57 0.07 -0.83
H -0.62 -0.38 3.24
H 0.17 0.94 3.26
O -0.74 0.59 3.20
H 0.83 -3.47 0.96
H 1.90 -3.05 -0.03
O 1.75 -3.20 0.95
H 1.53 1.84 1.93
H 2.22 0.57 2.54
O 1.84 1.44 2.75
H 0.11 4.26 1.48
H 0.42 3.58 0.11
O 0.03 4.38 0.53
H -2.05 2.80 -2.68
H -0.77 3.00 -3.50
O -1.75 3.04 -3.56
H 2.39 -1.74 1.53
H 3.75 -1.16 2.10
O 2.87 -0.90 1.79
H -2.67 -3.35 1.32
H -1.51 -3.13 0.28
O -1.70 -3.41 1.26
H 0.55 -2.24 2.77
H -0.91 -2.60 2.56
O -0.32 -2.07 3.16

***

No. 21
46
Properties=species:S:1:pos:R:3 method="wB97M-V/def2-TZVPD" gap_ev="8.29 / 4.23" spin_multiplicity=2 s_squared=0.7571 charge=+1
O -1.76 1.45 -1.69
C -0.93 0.78 -2.23
C -0.77 -0.69 -2.11
C 0.61 -1.43 -2.44
C 0.60 -2.80 -1.69
H -0.42 1.28 -3.09
H -0.97 -0.78 -1.03
H -1.32 -1.08 -2.90
H 0.41 -1.41 -3.47
H 1.47 -0.82 -2.22
H 1.42 -3.07 -0.85
H 0.98 -3.63 -2.35
H -0.41 -2.94 -1.38
H 0.98 2.56 -1.78
H 1.00 3.09 -0.48
O 0.74 2.23 -0.92
H 0.56 -2.14 1.51
H 0.07 -1.18 0.55
O -0.28 -2.01 0.99
H 1.50 0.91 -0.08
H 1.73 0.98 1.36
O 1.92 0.33 0.60
H -2.64 2.23 -0.01
H -3.74 1.67 1.01
O -2.93 2.18 0.94
H 3.33 -0.49 -0.66
H 3.63 -1.71 -1.31
O 3.79 -0.79 -1.43
H -1.26 -0.53 3.45
H 0.10 -0.19 2.64
O -0.48 0.01 3.31
H 2.80 1.71 -1.48
H 3.40 0.97 -2.57
O 2.55 1.44 -2.42
H -1.50 -2.48 2.35
H -2.84 -2.81 1.75
O -2.31 -2.89 2.49
H -3.02 0.05 -0.22
H -2.59 -1.05 0.74
O -3.29 -0.80 0.15
H 1.35 1.56 3.81
H 0.78 2.36 2.52
O 1.52 1.72 2.83
H -1.22 2.08 3.06
H -1.61 3.30 2.17
O -0.93 2.84 2.63

***

No. 22
49
Properties=species:S:1:pos:R:3 method="wB97M-V/def2-TZVPD" gap_ev=10.25 relative_energy_kj_mol=167.61 charge=+1
N 1.90 -1.76 -0.03
C 0.60 -1.08 -0.23
C 0.29 -0.37 1.09
O 0.79 -1.21 2.12
C 0.73 -0.26 -1.52
N -0.17 0.66 -1.86
C -1.07 1.33 -0.94
O 1.50 -0.75 -2.36
H 2.45 -1.33 0.70
H 2.37 -1.76 -0.92
H 1.71 -2.76 0.24
H -0.19 -1.77 -0.50
H 0.77 0.57 1.11
H -0.77 -0.29 1.25
H 0.07 -1.37 2.74
H -0.02 1.18 -2.73
H -1.75 1.95 -1.50
H -0.56 1.93 -0.18
H -1.66 0.68 -0.27
H -2.73 -1.91 -2.69
H -2.35 -1.59 -4.23
O -2.14 -2.15 -3.43
H -1.44 1.57 3.03
H -0.61 2.85 2.61
O -0.78 1.91 2.44
H 1.19 3.96 -3.37
H 1.67 3.40 -2.03
O 1.51 3.13 -2.98
H 2.54 1.76 -0.53
H 3.20 0.78 -1.43
O 2.86 0.80 -0.52
H -2.02 -1.43 4.10
H -2.36 -1.41 2.58
O -1.67 -1.08 3.27
H -3.48 -1.37 0.49
H -3.65 -2.72 1.28
O -3.70 -1.76 1.38
H 1.42 -5.24 0.49
H 0.88 -4.75 -0.92
O 1.08 -4.46 0.01
H 2.14 3.23 0.76
H 2.81 3.90 -0.37
O 1.99 3.37 -0.20
H -4.47 -0.56 -1.50
H -3.10 0.13 -1.46
O -3.56 -0.68 -1.18
H 1.96 1.74 2.72
H 3.27 2.56 3.04
O 2.57 2.41 2.42

***

No. 23
48
Properties=species:S:1:pos:R:3 method="wB97M-V/def2-TZVPD" gap_ev="8.90 / 4.37" spin_multiplicity=2 relative_energy_kj_mol=0.00 s_squared=0.7525 charge=+3
C -0.47 -0.34 3.37
C -0.57 -1.17 2.10
C -1.57 -0.66 1.11
C -2.88 -0.51 1.33
N -1.00 -0.33 -0.21
N 0.36 0.91 3.15
H -1.53 -0.04 3.78
H -0.04 -0.94 4.17
H 0.41 -1.30 1.65
H -0.83 -2.22 2.32
H -3.54 -0.12 0.55
H -3.39 -0.77 2.25
H -0.55 -1.19 -0.67
H -0.25 0.43 -0.13
H -1.74 0.06 -0.90
H -0.14 1.53 2.47
H 0.51 1.40 4.04
H 1.33 0.60 2.80
H 2.25 0.85 0.87
H 3.52 0.72 1.74
O 2.64 0.32 1.65
H 1.45 1.46 -2.98
H 2.75 2.27 -2.71
O 1.84 2.15 -2.46
H -0.83 3.85 1.70
H -1.27 2.78 0.72
O -0.59 2.96 1.44
H -2.04 2.04 -1.40
H -3.00 2.95 -0.66
O -2.33 2.33 -0.50
H 3.22 -2.49 0.38
H 2.53 -1.25 0.91
O 2.38 -2.05 0.45
H 1.45 1.86 -0.93
H 0.70 2.38 0.30
O 1.11 1.55 -0.07
H -2.37 0.78 -3.40
H -0.89 0.64 -3.04
O -1.73 0.85 -2.66
H 1.38 -1.98 -0.90
H 0.42 -2.85 -1.87
O 0.66 -1.90 -1.58
H -0.59 -4.73 -2.95
H 0.90 -5.09 -2.20
O 0.11 -4.46 -2.22
H 0.74 -0.79 -2.95
H 0.81 -0.45 -4.34
O 0.67 -0.02 -3.50

***

no.,maximum force (eV Å⁻¹),energy (Ha)
1,4.5,-1060.132128
2,6.3,-775.561397
3,4.3,-308.140676
4,7.3,-718.482648
5,4.7,-311.341586
6,4.3,-1360.408525
7,2.5,-1059.342314
8,4.4,-866.489534
9,3.4,-228.669715
10,5.6,-228.631716
11,2.4,-228.650657
12,5.3,-303.854801
13,0.6,-303.929983
14,5.0,-303.770669
15,6.8,-722.274391
16,6.8,-553.622191
17,2.6,-1032.272452
18,5.9,-956.436117
19,2.0,-1011.592923
20,1.8,-1526.403748
21,4.8,-1072.808092
22,2.4,-1183.211315
23,5.3,-1032.459420